[1]
75
Properties=species:S:1:pos:R:3:forces:R:3:lowdin_charge:R:1 method="wB97M-V/def2-TZVPD" relative_energy_kcal_mol=23.09 lumo_ha=-0.0379 fmax_ha_per_bohr=0.029 homo_ev=-6.60 multiplicity=1
Sc -0.26332 0.07138 0.13086 0.6145 -1.3735 0.0604 0.420
O -2.96261 0.31706 -3.47562 -0.0510 -0.0104 -0.0161 0.073
C -4.00617 0.81423 -2.78613 0.0912 0.0091 0.0432 -0.251
C -5.24026 0.81436 -3.43516 -0.0809 0.0000 -0.0385 -0.012
C -6.35755 1.30844 -2.79942 -0.0708 0.0074 0.0159 -0.077
C -6.27791 1.81343 -1.49998 -0.0139 0.0095 -0.0079 -0.090
C -5.06242 1.81723 -0.85367 0.0589 -0.0161 -0.0320 -0.025
C -3.90757 1.32616 -1.47836 0.1359 -0.1138 -0.2167 -0.079
C -2.62307 1.33028 -0.76636 -0.0660 0.0982 0.2149 -0.425
O -1.55834 0.83048 -1.33602 -0.2738 0.3007 -0.0071 -0.274
N -2.59394 1.86486 0.44533 -0.1418 0.0876 -0.0545 0.100
N -1.33343 1.75601 0.93453 -0.4009 0.2344 -0.1939 -0.106
C -0.93766 2.40945 1.94522 0.1772 0.1257 0.2533 -0.041
C 0.50914 2.34204 2.21029 -0.1934 -0.0299 -0.0113 -0.262
C 1.10105 3.04492 3.23936 0.0597 0.1037 0.1977 -0.002
C 2.48593 3.03905 3.34986 -0.0327 0.0443 0.0444 -0.035
C 3.23086 2.35384 2.40946 0.0320 0.0314 0.0532 -0.030
C 2.55382 1.66719 1.41340 -0.0805 -0.0140 0.0306 -0.116
N 1.23036 1.63160 1.32194 -0.0529 -0.1012 -0.1249 0.046
H -2.18460 0.32613 -2.88698 0.0080 0.0277 0.0764 0.071
H -5.28982 0.41161 -4.43942 0.0116 0.0238 0.0506 0.119
H -7.31052 1.29698 -3.31611 0.0361 0.0062 0.0204 0.104
H -7.16125 2.19567 -1.00489 0.0305 -0.0199 -0.0177 0.099
H -4.96852 2.19626 0.15404 -0.0072 -0.0002 -0.0052 0.107
H -1.60289 3.04397 2.52237 0.0242 0.0749 -0.0018 0.139
H 0.48060 3.59246 3.93818 0.0515 -0.0170 -0.0295 0.121
H 2.97249 3.58137 4.15114 -0.0238 -0.0246 -0.0178 0.115
H 4.31205 2.33535 2.43763 -0.0431 -0.0042 -0.0103 0.112
H 3.09914 1.12797 0.65793 0.0659 -0.0739 -0.0880 0.089
F 4.51129 -2.24091 -5.28401 0.0269 -0.0054 -0.0501 0.146
C 3.98835 -2.10584 -4.07272 0.0808 -0.0519 -0.1213 -0.135
C 4.31744 -2.99852 -3.07270 0.0746 -0.0783 -0.0685 -0.130
F 5.16581 -3.98572 -3.33468 0.0420 -0.0570 0.0157 0.142
C 3.76851 -2.85339 -1.81397 -0.0240 -0.1186 0.1000 -0.217
F 4.15841 -3.73523 -0.89336 -0.0514 0.0339 0.0754 0.124
C 2.87323 -1.84018 -1.50519 -0.1516 0.0120 0.1492 -0.308
P 1.96228 -1.69472 0.14122 0.5679 -0.2859 -0.2883 0.997
C 1.49850 -3.46462 0.28748 -0.0540 0.0577 0.0460 -0.371
C 2.01055 -4.33880 1.23942 0.0191 0.0333 0.0304 -0.086
C 1.58099 -5.65860 1.27976 0.0033 0.0172 0.0125 -0.073
C 0.63936 -6.11720 0.36834 0.0351 0.0233 0.0098 -0.080
C 0.13307 -5.25193 -0.59086 0.0314 0.0163 -0.0145 -0.075
C 0.55988 -3.93238 -0.62893 0.0922 -0.0699 -0.0537 -0.128
C 3.43418 -1.41345 1.23588 0.0298 -0.0649 -0.0225 -0.352
C 3.37919 -1.57138 2.62368 -0.0116 0.0425 -0.0185 -0.123
C 4.48338 -1.28550 3.41997 -0.0356 -0.0011 -0.0470 -0.069
C 5.66246 -0.82516 2.85357 -0.0051 -0.0091 -0.0156 -0.086
C 5.73094 -0.65194 1.47781 -0.0404 0.0070 0.0023 -0.078
C 4.63215 -0.94705 0.68253 -0.0233 -0.0002 -0.0228 -0.110
C 2.58747 -0.95005 -2.53126 -0.1084 0.2048 0.0909 -0.537
Br 1.46494 0.56127 -2.26765 -0.1387 0.1117 -0.1004 0.941
C 3.12446 -1.06776 -3.79821 -0.0454 0.0899 -0.0766 -0.263
F 2.83580 -0.20233 -4.76932 -0.0042 -0.0028 0.0435 0.088
H 2.75707 -4.00511 1.94745 0.0012 0.0312 0.0112 0.100
H 1.98804 -6.32982 2.02747 -0.0229 0.0359 -0.0384 0.106
H 0.30328 -7.14665 0.40474 0.0107 0.0325 0.0030 0.105
H -0.60972 -5.59562 -1.30164 0.0427 0.0282 0.0283 0.113
H 0.13561 -3.25947 -1.36146 -0.0092 -0.0017 -0.0339 0.074
H 2.45692 -1.88765 3.08747 -0.0090 -0.0524 -0.0002 0.044
H 4.41295 -1.42226 4.49337 -0.0120 -0.0019 -0.0691 0.108
H 6.52369 -0.60926 3.47521 -0.0468 -0.0007 -0.0236 0.104
H 6.64388 -0.29273 1.01639 -0.0496 -0.0261 0.0150 0.106
H 4.71801 -0.79929 -0.38709 0.0227 0.0001 0.0378 0.103
C -2.68992 -4.08646 1.22060 0.0859 0.1145 -0.0002 -0.127
C -1.78577 -2.86458 1.25413 -0.1819 -0.2269 -0.1500 -0.743
S -1.90006 -1.80526 -0.15226 0.2356 0.3402 0.2250 0.657
C -0.96533 -2.62005 2.27933 0.1306 -0.0019 0.2236 -0.743
C -0.84387 -3.51740 3.48601 0.0343 0.0610 -0.0554 -0.120
S 0.09778 -1.20711 2.32859 -0.3671 0.2468 0.0478 0.612
H -3.31218 -4.07163 0.32836 -0.0040 0.0147 -0.0079 0.054
H -3.35088 -4.11935 2.08986 0.0105 0.0097 -0.0231 0.077
H -2.10637 -5.01233 1.20729 -0.0233 0.0642 0.0026 0.064
H -1.46901 -4.40591 3.39870 0.0263 0.0390 0.0042 0.065
H -1.12608 -2.98324 4.39860 0.0122 -0.0149 -0.0530 0.073
H 0.19361 -3.84553 3.61138 -0.0613 0.0182 -0.0073 0.062

=====

[2]
60
Properties=species:S:1:pos:R:3:forces:R:3:nbo_charge:R:1 method="wB97M-V/def2-TZVPD" relative_energy_kcal_mol=7.38 charge=-2 lumo_ha=0.1681 fmax_ha_per_bohr=0.014 homo_ev=0.37 multiplicity=1
Pd -0.43611 0.21016 0.45169 -0.0815 -0.1143 0.0884 0.951
N -1.63547 -1.32201 4.16183 -0.0609 0.0360 -0.0008 -0.601
C -0.93676 -0.73388 5.18214 -0.0118 -0.0166 -0.0293 0.249
C -0.82592 -1.34050 6.44029 0.0001 -0.0009 -0.0383 -0.298
C -0.18446 -0.69621 7.48689 0.0101 0.0132 0.0319 -0.235
C 0.38310 0.55983 7.29960 -0.0235 -0.0400 -0.0505 -0.297
C 0.28550 1.16239 6.04799 0.0033 -0.0203 0.0201 -0.194
C -0.38765 0.55264 4.99836 0.0791 0.0908 0.1758 -0.283
S -0.69913 1.37190 3.49184 -0.0771 0.0318 -0.1589 0.438
N -0.56671 -0.00682 2.45861 0.0182 0.0467 -0.0300 -0.799
C -1.44295 -1.03594 2.78664 0.0743 0.0235 0.0192 0.224
C -1.92292 -1.83108 1.80784 -0.0473 -0.0672 -0.0395 -0.001
C -2.56846 -3.13055 1.92858 0.0391 0.0763 0.0303 -0.275
C -2.93616 -3.81675 0.82455 -0.0060 -0.0140 -0.0960 -0.208
C -2.67790 -3.29104 -0.48770 -0.0240 -0.0490 0.0796 -0.480
C -2.01848 -2.08504 -0.56172 0.0083 0.1267 0.0307 0.081
N -1.66833 -1.35458 0.49465 0.2160 -0.0860 -0.1314 -0.525
H -2.06396 -2.20708 4.36367 0.0092 -0.0530 0.0112 0.380
H -1.26352 -2.32355 6.58836 0.0151 -0.0041 0.0054 0.184
H -0.11730 -1.18864 8.45112 0.0045 0.0075 0.0008 0.187
H 0.90387 1.05955 8.10737 -0.0044 -0.0068 0.0100 0.189
H 0.72406 2.13882 5.87417 -0.0052 -0.0035 -0.0046 0.208
H -2.73057 -3.56709 2.90936 -0.0047 0.0285 0.0072 0.173
H -3.40992 -4.78799 0.93713 -0.0047 0.0034 -0.0165 0.179
H -2.97325 -3.81082 -1.38794 -0.0072 -0.0123 0.0097 0.190
H -1.73744 -1.64222 -1.51148 -0.0036 -0.0267 -0.0118 0.223
O 2.49671 0.84630 -1.70238 0.0680 0.0278 0.0167 -1.098
As 1.01058 0.65214 -2.67583 -0.2011 -0.3532 0.4099 1.676
O 0.62426 2.48409 -2.84635 -0.1351 0.1243 0.0670 -0.833
O -0.12394 0.01282 -1.58766 0.2242 0.2769 -0.4329 -1.201
C 1.26733 3.53268 -2.32144 0.0238 0.0628 0.0598 0.357
C 2.22225 4.19056 -3.10410 0.0236 -0.0028 -0.0511 -0.235
C 2.89025 5.31184 -2.64383 0.0073 0.0063 -0.0262 -0.230
C 2.62279 5.81463 -1.37856 -0.0126 0.0211 0.0467 -0.280
C 1.68192 5.17300 -0.58497 -0.1157 0.0225 -0.0397 -0.172
C 0.99877 4.05523 -1.04192 0.2161 -0.0582 -0.1153 -0.400
S -0.10686 3.20835 0.05923 0.4386 -0.5602 0.1597 2.419
O 0.73862 1.98913 0.36236 -0.6428 0.2431 0.0673 -1.021
O -0.28106 4.04388 1.22510 0.1238 0.1922 -0.0451 -0.993
O -1.30065 2.89400 -0.67968 -0.1792 0.1051 -0.0071 -0.970
H 2.26234 1.01670 -0.76995 -0.0453 -0.0279 -0.0766 0.521
H 2.42809 3.78192 -4.08616 -0.0070 0.0003 -0.0007 0.198
H 3.62912 5.79169 -3.27717 -0.0015 0.0005 0.0007 0.187
H 3.14356 6.68972 -1.00840 0.0051 -0.0037 0.0006 0.191
H 1.44913 5.52698 0.41141 0.0058 -0.0136 -0.0003 0.235
C 1.32926 -2.75932 -0.03111 0.0177 -0.0356 -0.0386 -0.420
N 2.78196 -2.61268 -0.11739 0.1186 0.0538 0.1234 -0.450
C 3.60078 -3.65042 -0.69702 -0.0272 -0.0257 -0.0688 -0.396
C 3.31214 -1.44588 0.34963 -0.1884 -0.0050 -0.1729 0.685
C 4.80192 -1.24236 0.16907 0.0429 -0.0070 -0.0114 -0.713
O 2.61051 -0.58700 0.84736 0.1625 -0.0362 0.1855 -0.607
H 1.04520 -3.70224 -0.49603 -0.0331 0.0049 0.0252 0.182
H 0.83368 -1.93772 -0.54678 0.0138 -0.0214 -0.0206 0.253
H 0.98704 -2.74274 1.00522 0.0163 0.0094 0.0062 0.221
H 2.95411 -4.46984 -1.00332 0.0062 0.0008 -0.0094 0.205
H 4.33347 -4.05527 0.00958 -0.0143 0.0039 0.0159 0.176
H 4.14395 -3.30815 -1.58420 -0.0076 0.0137 0.0102 0.186
H 5.39582 -2.09014 0.51528 -0.0169 -0.0024 0.0184 0.198
H 5.07513 -0.34798 0.72136 0.0088 0.0035 -0.0131 0.240
H 5.01783 -1.08284 -0.88981 -0.0109 0.0101 0.0042 0.230

=====

[3]
53
Properties=species:S:1:pos:R:3:forces:R:3:nbo_charge:R:1 method="wB97M-V/def2-TZVPD" relative_energy_kcal_mol=8.76 lumo_ha=0.0344 fmax_ha_per_bohr=0.010 homo_ev=-10.24 smiles="CCCCCCCCCCCCCCCC(=O)OC" multiplicity=1
C -6.01099 -3.47284 -1.02695 0.1587 0.0746 0.1807 -0.598
H -7.03821 -3.77978 -0.84141 -0.1097 -0.0584 -0.0232 0.200
C -5.57810 -2.41249 -0.02148 -0.2474 0.0759 -0.2317 -0.396
C -6.45474 -1.16531 -0.10972 0.1603 -0.0226 0.3127 -0.395
C -6.15532 -0.12845 0.97417 0.0965 -0.0447 -0.0990 -0.384
C -4.73474 0.43860 0.94833 -0.2425 0.0309 -0.1909 -0.400
C -4.40125 1.16395 -0.35400 0.1483 0.1320 0.2938 -0.394
C -3.09196 1.95049 -0.28466 -0.0622 -0.3544 -0.1380 -0.383
C -1.85973 1.06091 -0.13362 -0.0086 0.4992 -0.0147 -0.392
C -0.56548 1.86782 -0.20511 -0.0179 -0.5097 0.0782 -0.383
C 0.67043 0.98876 -0.03033 0.0170 0.5146 -0.0808 -0.385
C 1.96439 1.79360 -0.12361 -0.0188 -0.5140 0.0775 -0.383
C 3.20065 0.91837 0.07088 0.0362 0.4873 -0.1275 -0.393
C 4.49011 1.72698 -0.05359 0.0383 -0.3293 0.2178 -0.387
C 5.74650 0.92468 0.28269 -0.0907 0.1289 -0.2056 -0.379
H 5.65201 0.50093 1.28474 0.0462 0.0262 0.0577 0.203
H 6.60695 1.59784 0.28002 0.0373 -0.0422 0.0609 0.211
C 6.01338 -0.20937 -0.71625 0.1519 0.0502 0.2164 -0.502
C 7.33778 -0.85074 -0.38609 -0.1958 0.0620 -0.2684 0.801
O 8.40169 -0.53944 -0.85165 0.1326 0.0263 -0.0057 -0.600
O 7.18989 -1.80884 0.53950 -0.3643 -0.0770 0.1436 -0.512
C 8.38019 -2.45037 0.97482 0.3821 -0.0233 -0.0219 -0.262
H 8.07920 -3.17436 1.72749 -0.0006 0.0372 -0.0373 0.194
H 9.07162 -1.71934 1.39873 -0.0337 -0.0880 -0.0170 0.193
H 8.86961 -2.94940 0.13602 -0.0178 0.0227 0.0907 0.193
H 5.22900 -0.96149 -0.65043 -0.0225 -0.0044 -0.0754 0.224
H 6.06319 0.19516 -1.72733 0.0305 -0.0677 -0.0010 0.225
H 4.57386 2.12235 -1.06817 0.0069 0.1001 -0.0467 0.195
H 4.43647 2.57915 0.62819 -0.0170 0.0781 -0.0441 0.203
H 3.18916 0.12155 -0.67470 -0.0203 -0.1220 0.0113 0.193
H 3.16024 0.45254 1.05830 0.0036 -0.1070 0.0432 0.194
H 2.01687 2.27948 -1.10079 0.0029 0.0989 -0.0330 0.193
H 1.95475 2.58019 0.63466 0.0137 0.0967 -0.0031 0.193
H 0.62440 0.49055 0.94106 -0.0037 -0.0974 0.0293 0.193
H 0.67214 0.21214 -0.79899 -0.0017 -0.1017 0.0018 0.192
H -0.57554 2.63463 0.57322 0.0047 0.1024 0.0006 0.193
H -0.51071 2.37891 -1.16940 -0.0035 0.0941 -0.0259 0.192
H -1.89833 0.53687 0.82285 0.0096 -0.1172 0.0228 0.195
H -1.85891 0.30867 -0.92632 -0.0112 -0.1147 -0.0116 0.192
H -3.13467 2.65248 0.55165 -0.0007 0.0971 0.0122 0.192
H -2.98877 2.53762 -1.20103 0.0368 0.0875 0.0164 0.197
H -5.21317 1.85820 -0.58581 -0.0863 -0.0399 -0.0774 0.199
H -4.33561 0.44407 -1.17163 -0.0624 -0.0164 -0.1243 0.193
H -4.63594 1.14428 1.77751 0.0931 -0.0077 0.0554 0.199
H -4.02033 -0.36706 1.11786 0.0912 -0.0109 0.0923 0.196
H -6.86443 0.69677 0.86763 -0.0295 0.0370 0.0869 0.197
H -6.32787 -0.58497 1.95245 -0.0912 0.0183 0.0358 0.197
H -7.50107 -1.46685 -0.01123 -0.0378 -0.0005 -0.0921 0.199
H -6.34048 -0.71163 -1.09573 -0.0655 -0.0032 -0.1024 0.194
H -4.53712 -2.14689 -0.21244 0.0877 0.0000 0.0910 0.193
H -5.63802 -2.82434 0.98881 0.0840 0.0237 0.0704 0.193
H -5.94996 -3.08346 -2.04118 -0.0158 -0.0047 -0.1319 0.200
H -5.37301 -4.35112 -0.95794 0.0092 -0.1232 -0.0687 0.207